50
Properties=species:S:1:pos:R:3:forces:R:3:nbo_charge:R:1 method="wB97M-V/def2-TZVPD" energy_ev=-102743.707 total_charge=+2 gap_ev="5.08 / 2.28" multiplicity=4 e_above_lowest_kcal_mol=146.1 s_squared=3.797 homo_energy_ev="-12.51 / -12.51"
Cu 13.475580 -2.141160 4.945260 -0.06 -0.99 -0.01 0.980
Pd 12.261670 -6.922520 9.014140 0.11 0.32 -1.09 0.940
C 12.253340 -5.624400 5.470180 1.51 -1.03 -0.01 0.884
O 12.221980 -5.018510 4.425240 -1.17 1.57 -3.96 -0.600
O 12.124360 -6.806380 5.746550 -1.66 -3.50 0.34 -0.650
O 12.749500 -4.961670 6.375670 1.51 3.51 4.73 -0.555
Cl 11.356110 -9.832250 -0.184420 -0.35 0.42 0.64 -0.092
C 11.144770 -8.214330 0.636000 1.30 -0.57 0.59 -0.374
C 9.748540 -7.663170 0.548190 0.70 0.14 -1.23 -0.391
Cl 9.493880 -7.256310 -1.182930 -0.44 0.11 0.07 -0.051
H 11.982310 -7.653750 0.220830 -0.75 0.57 -0.56 0.238
H 11.490140 -8.270420 1.668320 -0.44 -0.66 0.29 0.211
H 9.676890 -6.725370 1.099080 -0.15 -0.25 0.14 0.239
H 8.997210 -8.403000 0.824330 0.08 0.25 0.15 0.222
C 17.910650 -4.708440 3.815380 -1.95 -0.06 1.28 0.536
O 16.961930 -4.165310 4.444070 1.68 -1.46 -1.56 -0.677
N 18.045820 -6.049050 3.529280 -1.81 0.68 0.67 -0.428
C 16.933120 -7.068160 3.649710 0.66 0.75 0.52 -0.417
C 19.239550 -6.587360 2.958040 0.22 -0.74 -1.31 -0.415
H 18.737980 -4.078910 3.452850 0.11 -0.36 0.04 0.135
H 16.169400 -6.791680 4.376620 0.17 0.44 -0.17 0.227
H 17.336260 -8.020090 3.995260 0.33 0.14 0.03 0.206
H 16.468040 -7.271330 2.685080 0.06 0.32 -0.13 0.204
H 18.908830 -7.376230 2.282460 0.15 -0.28 0.02 0.204
H 19.752750 -5.923210 2.262610 0.13 0.44 0.51 0.221
H 19.917550 -7.048420 3.676260 0.06 0.26 0.12 0.206
C 10.584780 -12.309620 4.382180 2.02 1.30 0.43 0.466
O 11.660110 -12.633180 4.874670 -2.09 -0.35 -0.85 -0.328
N 9.638860 -13.174600 3.845210 -0.99 -1.41 -0.15 -0.027
C 8.370760 -12.645000 3.348690 -0.69 0.06 0.61 -0.486
C 9.860860 -14.626260 3.732560 0.85 0.51 -1.03 -0.470
H 10.304620 -11.255950 4.228930 -0.06 -0.16 0.24 0.174
H 7.549620 -13.322080 3.584050 0.27 -0.49 0.13 0.276
H 8.312090 -12.542030 2.265160 0.63 -0.06 -0.30 0.299
H 8.062840 -11.697980 3.791900 0.69 0.16 0.06 0.263
H 9.572980 -15.227810 4.594740 -0.45 0.38 0.24 0.295
H 9.359620 -14.937310 2.815990 -0.32 -0.16 0.28 0.260
H 10.924020 -14.811840 3.579750 0.12 0.22 0.22 0.276
C 5.236750 -4.860230 3.382320 0.76 -1.78 -1.39 0.529
O 5.715960 -5.833790 2.745830 -0.67 2.20 2.09 -0.644
N 5.700220 -4.244570 4.497330 -0.19 -1.03 0.03 -0.424
C 5.114290 -2.960780 4.920880 0.95 -0.15 -0.37 -0.409
C 6.871240 -4.648730 5.310520 -0.93 0.83 -0.24 -0.417
H 4.309930 -4.378450 3.034340 0.06 -0.04 -0.07 0.118
H 4.240110 -2.694390 4.326780 0.44 0.05 -0.32 0.228
H 5.991700 -2.326130 4.796560 -0.59 1.04 -0.17 0.191
H 4.799380 -2.823420 5.955320 0.13 -0.89 0.26 0.206
H 7.521840 -5.459320 4.982260 -0.76 -0.13 -0.47 0.231
H 7.497180 -3.757380 5.352920 0.19 0.02 0.37 0.189
H 6.415070 -4.848200 6.280170 0.65 -0.16 0.30 0.203